Version 1
Below is a molecular structure, C4H6N2OS, with properties calculated with wB97M-V/def2-TZVPD.

Positions of all 14 atoms, in Å:
C1 -2.830 -1.735 -0.600
C2 -2.093 -0.951 0.362
C3 -0.707 -0.483 -0.015
C4 2.360 1.904 0.289
H1 -3.802 -2.118 -0.319
H2 -2.282 -1.811 -1.640
H3 -2.523 -0.612 1.328
H4 1.713 -0.280 0.289
H5 2.032 3.082 0.777
H6 3.586 0.426 -0.463
N1 1.263 0.941 0.355
N2 3.483 1.705 -0.384
O1 0.079 -0.922 -0.906
S1 -0.278 0.856 0.928

As for the spin multiplicity: 1. Its molecular weight is 130.17 g/mol.

***

Version 2
Below is 2 unconnected molecules or ions with the total composition C4H6N2OS, with properties calculated with wB97M-V/def2-TZVPD.

Positions of all 14 atoms, in Å:
C1 -0.071 1.149 -1.504
C2 -0.087 -0.002 -1.857
C3 2.765 1.010 1.392
C4 -0.038 2.560 -1.216
N1 3.218 -0.088 1.293
N2 -0.133 -1.339 -2.069
O1 2.584 2.158 1.410
S1 2.772 -1.655 0.975
H1 0.746 3.037 -1.850
H2 0.095 2.640 -0.104
H3 -0.994 3.097 -1.470
H4 4.061 -2.065 0.780
H5 -0.439 -2.025 -1.368
H6 0.755 -1.790 -2.355

As for the spin multiplicity: 1. Its molecular weight is 130.17 g/mol. Its SMILES is O=C=NS.CC#CN.

***

Which is most stable? The ranking, best first, is version 2, version 1.

***

Version 1
Below is 2 unconnected molecules or ions with the total composition C7H4O, with properties calculated with wB97M-V/def2-TZVPD.

Positions of all 12 atoms, in Å:
C1 -1.131 0.392 0.328
C2 -2.318 -0.453 0.053
C3 -2.795 -1.502 -0.239
C4 0.269 -0.051 0.137
C5 1.488 -0.242 -0.096
C6 2.892 -0.541 -0.057
C7 4.136 -0.297 -0.152
H1 -1.760 1.754 -1.255
H2 -1.075 0.607 1.390
H3 -3.859 -2.139 -0.157
H4 5.429 0.691 0.220
O1 -1.275 1.780 -0.172

As for the spin multiplicity: 1. Its molecular weight is 104.11 g/mol.

***

Version 2
Below is 2 unconnected molecules or ions with the total composition C7H4O, with properties calculated with wB97M-V/def2-TZVPD.

Positions of all 12 atoms, in Å:
C1 1.113 -1.176 -2.788
C2 0.587 -0.185 -1.682
C3 0.014 0.073 -0.601
C4 -0.448 0.445 0.574
C5 -0.590 0.748 1.814
C6 -0.475 1.438 3.174
C7 -0.814 2.088 4.164
H1 -0.326 -2.582 -1.820
H2 1.284 -0.694 -3.831
H3 2.177 -1.695 -2.280
H4 -1.012 3.018 5.091
O1 0.195 -2.329 -3.136

As for the spin multiplicity: 1. Its molecular weight is 104.11 g/mol.

***

Which is most stable? The ranking, best first, is version 2, version 1.

***

Version 1
Below is CH5N3 in the gas phase, with properties calculated with wB97M-V/def2-TZVPD.

Positions of all 9 atoms, in Å:
N1 0.555 -1.062 -0.664
C1 -0.366 -0.006 -0.259
N2 -0.189 0.108 1.192
N3 -0.996 0.860 -0.934
H1 1.466 -0.840 -0.179
H2 0.592 -0.807 -1.724
H3 0.560 -0.612 1.487
H4 0.080 1.019 1.443
H5 -1.701 1.341 -0.362

As for the spin multiplicity: 1. Its molecular weight is 59.07 g/mol. Its SMILES is N=C(N)N.

***

Version 2
Below is CH5N3 in the gas phase, with properties calculated with wB97M-V/def2-TZVPD.

Positions of all 9 atoms, in Å:
C1 -0.002 0.298 0.001
H1 -1.873 -0.555 0.222
H2 -0.539 -1.673 -0.025
H3 1.537 -1.087 0.006
H4 1.966 0.633 -0.049
H5 -1.231 1.725 -0.019
N1 -0.910 -0.739 -0.080
N2 1.308 -0.132 -0.015
N3 -0.256 1.530 -0.039

As for the spin multiplicity: 1. Its molecular weight is 59.07 g/mol. Its SMILES is N=C(N)N.

***

Which is most stable? The ranking, best first, is version 2, version 1.

***

Version 1
Below is CH5N3 in the gas phase, with properties calculated with wB97M-V/def2-TZVPD.

Positions of all 9 atoms, in Å:
N1 0.625 0.480 -0.340
N2 1.358 -0.629 0.021
C1 -0.709 0.429 -0.144
N3 -1.394 -0.620 0.034
H1 0.553 1.592 0.187
H2 0.843 -1.326 0.554
H3 1.973 -0.929 -0.727
H4 -2.398 -0.485 0.059
H5 -0.850 1.487 0.357

As for the spin multiplicity: 1. Its molecular weight is 59.07 g/mol. Its SMILES is [H]/N=C/NN.

***

Version 2
Below is CH5N3 in the gas phase, with properties calculated with wB97M-V/def2-TZVPD.

Positions of all 9 atoms, in Å:
N1 0.727 0.857 -0.732
C1 -0.151 0.244 0.123
N2 -0.398 -1.106 -0.126
N3 -0.544 0.822 1.194
H1 1.475 1.372 -0.304
H2 0.955 0.323 -1.554
H3 -0.467 -1.434 -1.078
H4 -1.193 -1.423 0.408
H5 -0.404 0.343 2.070

As for the spin multiplicity: 1. Its molecular weight is 59.07 g/mol. Its SMILES is N=C(N)N.

***

Which is most stable? The ranking, best first, is version 2, version 1.

***

Version 1
Below is 2 unconnected molecules or ions with the total composition CH2N2O, with properties calculated with wB97M-V/def2-TZVPD.

Positions of all 6 atoms, in Å:
C1 -1.281 -0.233 -0.430
N1 -1.579 0.082 0.638
N2 1.767 0.240 0.464
O1 1.131 0.047 -0.513
H1 -1.102 -0.438 -1.391
H2 1.064 0.303 1.232

As for the spin multiplicity: 1. Its molecular weight is 58.04 g/mol. Its SMILES is C#N.N=O.

***

Version 2
Below is 2 unconnected molecules or ions with the total composition CH2N2O, with properties calculated with wB97M-V/def2-TZVPD.

Positions of all 6 atoms, in Å:
C1 0.005 0.777 -1.123
N1 -0.648 1.403 -0.057
N2 -1.017 0.199 -0.259
O1 -1.809 -0.707 -0.058
H1 1.965 -1.137 0.814
H2 1.504 -0.533 0.683

As for the spin multiplicity: 1. Its molecular weight is 58.04 g/mol.

***

Which is most stable? The ranking, best first, is version 1, version 2.

***

Version 1
Below is a molecular structure, C2H7N3O2, with properties calculated with wB97M-V/def2-TZVPD.

Positions of all 14 atoms, in Å:
C1 1.164 -0.664 -0.560
C2 -0.255 0.668 0.541
N1 1.739 -1.449 0.361
N2 -1.043 -0.379 -0.032
N3 0.977 0.697 -0.062
O1 -0.139 -0.906 -1.001
O2 -0.702 1.372 1.432
H1 1.792 -0.780 -1.523
H2 -3.196 1.698 0.145
H3 1.255 -1.151 1.205
H4 1.608 -2.378 0.174
H5 -1.815 0.137 -0.492
H6 1.665 1.186 0.390
H7 -3.049 1.951 -0.578

As for the spin multiplicity: 3. Its molecular weight is 105.10 g/mol.

***

Version 2
Below is 2 unconnected molecules or ions with the total composition C2H7N3O2, with properties calculated with wB97M-V/def2-TZVPD.

Positions of all 14 atoms, in Å:
C1 -1.070 1.139 1.023
C2 0.996 -0.680 -1.055
N1 3.192 -0.448 0.534
N2 -0.154 0.039 -0.871
N3 2.409 0.340 0.070
O1 2.181 1.497 0.162
O2 -0.880 -0.164 0.326
H1 -1.356 1.874 0.319
H2 -0.007 1.376 1.313
H3 -1.801 1.062 1.799
H4 1.432 -0.507 -2.048
H5 1.054 -1.721 -0.669
H6 4.058 0.002 0.973
H7 -0.008 1.002 -1.183

As for the spin multiplicity: 3. Its molecular weight is 105.10 g/mol.

***

Which is most stable? The ranking, best first, is version 1, version 2.